The following is a DFT calculation (ωB97M-V/def2-TZVPD) of 5 unconnected molecules or ions with the total composition C37H59BrN3O11P2S5 in a non-equilibrium geometry.

Bonds (Å) are listed after each position.
CARTESIAN COORDINATES (ANGSTROEM)
1 C -1.9042 0.2285 2.6682  C2 1.530, H32 1.088, H33 1.089, H34 1.092
2 C -1.9542 -1.2963 2.5495  C1 1.530, C3 1.563, H35 1.096, H36 1.091
3 C -2.7505 -1.7354 1.2779  C2 1.563, N4 1.436, H37 1.102, H38 1.092
4 N -2.2405 -2.9991 0.8255  C3 1.436, P5 1.804, H39 1.018
5 P -2.7201 -3.7866 -0.7253  N4 1.804, C6 1.877, C9 1.939, N17 1.888, O20 1.810, P29 2.326
6 C -2.1825 -2.3565 -1.8152  P5 1.877, C7 1.520, H40 1.092, H41 1.089
7 C -1.0277 -2.6593 -2.7552  C6 1.520, N8 1.270, H42 1.089
8 N -0.3274 -1.6836 -3.1694  C7 1.270, H43 1.020
9 C -4.5839 -3.2615 -0.6152  P5 1.939, C10 1.509, H44 1.095, H45 1.095
10 C -5.1767 -2.0393 -1.2728  C9 1.509, C11 1.399, C16 1.399
11 C -5.7714 -2.2503 -2.5214  C10 1.399, C12 1.379, H46 1.083
12 C -6.3890 -1.2510 -3.2427  C11 1.379, C13 1.386, H47 1.084
13 C -6.4705 0.0389 -2.7429  C12 1.386, C14 1.392, H48 1.083
14 C -5.9242 0.2888 -1.4876  C13 1.392, C15 1.523, C16 1.392
15 C -6.0813 1.7034 -0.9472  C14 1.523, H49 1.090, H50 1.090, H51 1.091
16 C -5.2936 -0.7334 -0.7845  C10 1.399, C14 1.392, H52 1.085
17 N -2.9873 -4.9041 -2.2228  P5 1.888, C18 1.184
18 C -3.4213 -4.5986 -3.2809  N17 1.184, S19 1.609
19 S -3.6227 -4.1231 -4.8050  C18 1.609
20 O -1.0387 -4.4539 -0.7854  P5 1.810, C21 1.323
21 C -0.1362 -4.1558 0.1346  O20 1.323, O22 1.214, C23 1.518
22 O 0.0934 -4.8015 1.1362  C21 1.214
23 C 0.8903 -3.0820 -0.1777  C21 1.518, C24 1.381, C28 1.395
24 C 0.7108 -1.7294 0.0370  C23 1.381, C25 1.390, H53 1.080
25 C 1.7321 -0.8627 -0.3351  C24 1.390, C26 1.383, H54 1.084
26 C 2.8949 -1.3328 -0.9178  C25 1.383, C27 1.396, H55 1.083
27 C 3.1001 -2.6986 -1.1205  C26 1.396, C28 1.387, H56 1.078
28 C 2.0730 -3.5528 -0.7474  C23 1.395, C27 1.387, H57 1.085
29 P -3.4034 -5.5713 0.6001  P5 2.326, O30 1.646, Br31 2.277
30 O -2.0817 -6.5103 0.8848  P29 1.646, H58 0.963
31 Br -4.6292 -7.0427 -0.6320  P29 2.277
32 H -2.9355 0.5734 2.6947  C1 1.088
33 H -1.3452 0.6595 1.8394  C1 1.089
34 H -1.4308 0.4856 3.6182  C1 1.092
35 H -2.5017 -1.6654 3.4248  C2 1.096
36 H -0.9689 -1.7631 2.5801  C2 1.091
37 H -3.7905 -1.7324 1.6430  C3 1.102
38 H -2.6916 -0.8899 0.5898  C3 1.092
39 H -2.4531 -3.6490 1.5794  N4 1.018
40 H -2.9431 -1.9745 -2.4989  C6 1.092
41 H -1.7893 -1.5172 -1.2440  C6 1.089
42 H -0.8402 -3.6675 -3.1209  C7 1.089
43 H 0.3809 -2.0373 -3.8131  N8 1.020
44 H -4.9214 -3.3247 0.4248  C9 1.095
45 H -5.1340 -4.1031 -1.0494  C9 1.095
46 H -5.7857 -3.2353 -2.9707  C11 1.083
47 H -6.8224 -1.4738 -4.2107  C12 1.084
48 H -6.9593 0.8105 -3.3241  C13 1.083
49 H -7.0065 2.1082 -1.3588  C15 1.090
50 H -5.2475 2.3396 -1.2432  C15 1.090
51 H -6.1911 1.6744 0.1382  C15 1.091
52 H -4.9186 -0.4891 0.2038  C16 1.085
53 H -0.2123 -1.3578 0.4580  C24 1.080
54 H 1.6384 0.2109 -0.2180  C25 1.084
55 H 3.6864 -0.6640 -1.2313  C26 1.083
56 H 4.0090 -3.0810 -1.5557  C27 1.078
57 H 2.2078 -4.6162 -0.9120  C28 1.085
58 H -1.7203 -6.2986 1.7519  O30 0.963
59 C 6.0421 -3.9814 3.5295  C60 1.536, C65 1.526, H66 1.090, H67 1.092
60 C 7.3852 -3.3614 3.1175  C59 1.536, C61 1.531, H68 1.093, H69 1.090
61 C 7.4174 -3.3170 1.5873  C60 1.531, S62 1.797, H70 1.088, H71 1.086
62 S 5.7054 -3.1941 1.0555  C61 1.797, O63 1.441, O64 1.440, C65 1.787
63 O 5.3626 -4.3964 0.3392  S62 1.441
64 O 5.4804 -1.8830 0.5031  S62 1.440
65 C 4.9809 -3.2786 2.6873  C59 1.526, S62 1.787, H72 1.088, H73 1.090
66 H 5.8492 -3.8593 4.5948  C59 1.090
67 H 6.0459 -5.0508 3.3074  C59 1.092
68 H 7.4543 -2.3475 3.5203  C60 1.093
69 H 8.2313 -3.9273 3.5070  C60 1.090
70 H 7.9661 -2.4544 1.2155  C61 1.088
71 H 7.8346 -4.2298 1.1723  C61 1.086
72 H 4.0347 -3.8138 2.6370  C65 1.088
73 H 4.8161 -2.2568 3.0281  C65 1.090
74 C 12.1159 -3.0194 -0.9903  C75 1.534, C80 1.525, H81 1.089, H82 1.092
75 C 11.6914 -4.3030 -1.7159  C74 1.534, C76 1.534, H83 1.092, H84 1.089
76 C 11.5102 -5.3930 -0.6521  C75 1.534, S77 1.797, H85 1.087, H86 1.088
77 S 11.0593 -4.5419 0.8650  C76 1.797, O78 1.440, O79 1.443, C80 1.790
78 O 12.1112 -4.7245 1.8317  S77 1.440
79 O 9.6831 -4.8305 1.1875  S77 1.443
80 C 11.1731 -2.8840 0.2007  C74 1.525, S77 1.790, H87 1.088, H88 1.090
81 H 12.0608 -2.1488 -1.6420  C74 1.089
82 H 13.1465 -3.1148 -0.6407  C74 1.092
83 H 10.7453 -4.1322 -2.2330  C75 1.092
84 H 12.4228 -4.6048 -2.4642  C75 1.089
85 H 10.7198 -6.0929 -0.9114  C76 1.087
86 H 12.4364 -5.9328 -0.4643  C76 1.088
87 H 11.5375 -2.2092 0.9718  C80 1.088
88 H 10.1741 -2.5863 -0.1180  C80 1.090
89 C -4.0068 6.0059 1.1628  C90 1.533, C95 1.524, H96 1.081, H97 1.094
90 C -2.5178 6.2817 0.9258  C89 1.533, C91 1.535, H98 1.089, H99 1.090
91 C -1.7739 4.9470 1.0748  C90 1.535, S92 1.798, H100 1.087, H101 1.089
92 S -2.9506 3.6648 0.6221  C91 1.798, O93 1.439, O94 1.438, C95 1.790
93 O -3.2349 2.8688 1.7861  S92 1.439
94 O -2.5579 3.0663 -0.6254  S92 1.438
95 C -4.3357 4.7644 0.3428  C89 1.524, S92 1.790, H102 1.088, H103 1.090
96 H -4.6249 6.8445 0.8738  C89 1.081
97 H -4.1792 5.8059 2.2249  C89 1.094
98 H -2.3789 6.6720 -0.0817  C90 1.089
99 H -2.1293 7.0260 1.6215  C90 1.090
100 H -0.9123 4.8807 0.4153  C91 1.087
101 H -1.4681 4.7671 2.1040  C91 1.089
102 H -5.2554 4.2711 0.6488  C95 1.088
103 H -4.3677 4.9932 -0.7226  C95 1.090
104 C -5.6010 11.6469 0.0897  C105 1.535, C110 1.525, H111 1.089, H112 1.092
105 C -6.7732 10.6658 -0.0446  C104 1.535, C106 1.534, H113 1.092, H114 1.089
106 C -6.4131 9.6697 -1.1541  C105 1.534, S107 1.798, H115 1.087, H116 1.088
107 S -4.6185 9.5698 -1.1739  C106 1.798, O108 1.439, O109 1.443, C110 1.790
108 O -4.1390 10.0974 -2.4237  S107 1.439
109 O -4.2038 8.2738 -0.6941  S107 1.443
110 C -4.3399 10.7891 0.1062  C104 1.525, S107 1.790, H117 1.087, H118 1.090
111 H -5.6817 12.2533 0.9907  C104 1.089
112 H -5.5818 12.3205 -0.7698  C104 1.092
113 H -6.9113 10.1330 0.8985  C105 1.092
114 H -7.7067 11.1799 -0.2688  C105 1.089
115 H -6.8194 8.6790 -0.9653  C106 1.087
116 H -6.7345 10.0209 -2.1326  C106 1.088
117 H -3.4312 11.3442 -0.1144  C110 1.087
118 H -4.2349 10.2571 1.0517  C110 1.090

As for the HOMO energy: -4.38 eV. The HOMO-LUMO gap is 5.76 eV. The total charge is -1.